Here is an isolated molecule of CH7P3S in a non-equilibrium geometry from OMol25. Energies are from ωB97M-V/def2-TZVPD.

Last columns: bonded neighbours and bond lengths (Å).
Positions of all 12 atoms, in Å:
1 C 1.85871 0.14165 0.41901  S2 1.867, H6 1.053, H7 1.170, H8 1.124
2 S 1.53360 -0.90134 -1.09527  C1 1.867, P3 2.627
3 P -0.74772 -2.06582 -0.51124  S2 2.627, P4 2.171, H9 1.461
4 P -2.04859 -0.52022 0.28486  P3 2.171, P5 2.203, H10 1.501
5 P -1.54474 1.53464 -0.32850  P4 2.203, H11 1.436, H12 1.488
6 H 2.90382 0.17368 0.29808  C1 1.053
7 H 1.47597 -0.55817 1.27493  C1 1.170
8 H 1.36337 1.10311 0.11242  C1 1.124
9 H -1.02854 -2.22560 -1.93623  P3 1.461
10 H -1.36479 -0.64183 1.61604  P4 1.501
11 H -2.32772 1.59708 -1.53123  P5 1.436
12 H -0.30864 0.99123 -0.95350  P5 1.488

LUMO in eV: -0.7352
Net charge: 0
Electronic energy in eV: -39849.7134
Frontier orbital gap in eV: 7.8
HOMO level in eV: -8.584
Strongest force on any atom in eV Å⁻¹: 3.29